# 1
DFT (ωB97M-V/def2-TZVPD) results for a cluster of 2 separate species, C5H9NO in total.

Element x y z (Å)
O -0.95141 2.59064 1.26664
N 0.70383 0.86534 1.18078
C -0.16374 1.72716 1.21605
C -1.10857 -0.24623 0.14358
C 0.20868 -0.50770 0.85781
C 1.23023 -1.34050 0.09608
C -1.24179 -0.07393 -1.16782
H -1.93372 0.02884 0.79698
H 1.46197 -0.93857 -0.89457
H -2.05972 0.49924 -1.59703
H 2.16565 -1.42538 0.65666
H 0.43354 1.25966 -1.52334
H 0.90791 1.35127 -0.96183
H 0.82137 -2.34819 -0.03229
H 0.04475 -0.97435 1.83547
H -0.51897 -0.46730 -1.87317

Its net charge is 0. The SMILES is C=C[C@@H](C)N=C=O.[H][H].


# 2
DFT (ωB97M-V/def2-TZVPD) results for the molecule C5H9NO in a non-equilibrium geometry.

Element x y z (Å)
O 2.55590 -0.44358 0.03942
N -0.49155 -0.24728 1.58744
C 0.39517 0.55552 0.71598
C 1.12665 -0.55445 0.00643
C -1.76875 -0.13114 -0.62776
C -1.07242 0.56139 0.52459
C 1.93288 -0.24140 -1.21458
H -2.73602 -0.52253 -0.29840
H -1.58519 1.44040 0.89953
H 2.16369 -0.97893 -1.98610
H -0.63280 -0.00942 2.55577
H -1.17409 -0.95441 -1.03134
H -1.94946 0.58597 -1.43562
H 0.91345 1.42246 1.11602
H 1.98740 0.79513 -1.58913
H 0.33513 -1.27775 0.73778

Its net charge is 0. The SMILES is C[C@H]1N[C@H]1[C@H]1CO1.


The evaluated energy above the lowest of the compared OMol25 structures with the same formula, charge and spin for the records listed, in turn: 3.009 4.987 eV.
The evaluated gap between HOMO and LUMO for the records listed, in turn: 10.8 10.2 eV.
The evaluated calculated total energy for the records listed, in turn: -325.8270 -325.7543 hartree.